[1]
C3H5N4O | ωB97M-V with the def2-TZVPD basis set

Summary:
ΔE to the lowest compared entry with this formula, charge and spin: 67.0 kcal per mole
E: -411.1963 a.u.
orbital gap (alpha / beta): 0.26652 / 0.26648 hartree

Structure (ORCA input):
```
! wB97M-V def2-TZVPD RIJCOSX def2/J DEFGRID3
* xyz 1 1
C -0.493 -1.340 0.175
C -0.836 -0.710 -0.954
C -0.086 0.841 0.546
N 0.902 3.150 2.194
N 0.905 2.818 1.090
N -0.577 0.642 -0.660
N -0.104 -0.395 1.122
O -1.379 -0.950 -2.105
H -0.551 -2.423 0.255
H 0.486 2.597 3.055
H -0.635 1.377 -1.312
H 0.447 -0.850 1.862
H -1.273 -1.928 -2.462
*
```



[2]
C3H7NO | ωB97M-V with the def2-TZVPD basis set

Summary:
ΔE to the lowest compared entry with this formula, charge and spin: 82.8 kcal per mole
E: -248.3946 a.u.
orbital gap: 0.35733 hartree

Structure (ORCA input):
```
! wB97M-V def2-TZVPD RIJCOSX def2/J DEFGRID3
* xyz 0 1
C -0.171 -0.313 -0.600
C -0.747 -0.556 0.781
C 0.270 0.482 0.622
H -1.422 -0.456 -2.306
H -0.262 0.946 -2.205
H 0.479 -1.109 -0.924
H -0.646 -1.469 1.370
H -1.723 -0.211 0.855
H -0.043 1.525 0.722
H 2.210 1.018 0.829
N -0.990 0.258 -1.664
O 1.528 0.035 1.061
*
```



[3]
C4H12N4O8 | ωB97M-V with the def2-TZVPD basis set

Summary:
SMILES string: C[N+](=O)[O-].C[N+](=O)[O-].C[N+](=O)[O-].C[N+](=O)[O-]
ΔE to the lowest compared entry with this formula, charge and spin: 167.9 kcal per mole
E: -979.9089 a.u.
orbital gap: 0.34746 hartree

Structure (ORCA input):
```
! wB97M-V def2-TZVPD RIJCOSX def2/J DEFGRID3
* xyz 0 1
C 0.296 -1.384 1.837
N 0.762 -1.173 0.442
O 0.308 -1.834 -0.437
O 1.638 -0.219 0.383
H 0.533 -0.439 2.326
H 0.846 -2.242 2.224
H -0.758 -1.613 1.998
C -2.628 -1.161 -0.299
N -2.746 -2.523 0.340
O -3.587 -3.299 -0.118
O -1.879 -2.908 1.162
H -1.600 -1.279 -0.641
H -2.690 -0.483 0.552
H -3.356 -0.920 -1.074
C 2.491 1.502 -0.940
N 2.522 2.043 -2.298
O 2.815 3.257 -2.379
O 2.283 1.211 -3.141
H 2.537 0.450 -0.661
H 1.676 1.959 -0.380
H 3.378 1.966 -0.508
C 0.206 1.461 0.032
N -1.162 1.092 0.427
O -2.129 1.854 0.339
O -1.316 -0.016 0.896
H 0.351 2.522 0.231
H 0.344 1.251 -1.029
H 0.865 0.927 0.717
*
```



[4]
C46H63N4NaO5SSe | ωB97M-V with the def2-TZVPD basis set

Summary:
ΔE to the lowest compared entry with this formula, charge and spin: 0.0 kcal per mole
E: -5347.9808 a.u.
orbital gap: 0.20162 hartree

Structure (ORCA input):
```
! wB97M-V def2-TZVPD RIJCOSX def2/J DEFGRID3
* xyz -2 1
Na -0.597 0.474 1.416
C 3.657 -0.655 -5.165
C 4.146 -0.942 -3.736
C 5.552 -0.346 -3.568
C 4.251 -2.458 -3.574
C 3.184 -0.320 -2.728
C 2.497 -1.047 -1.768
C 1.617 -0.452 -0.882
Se 0.797 -1.661 0.378
C -0.676 -2.312 -0.681
C -0.470 -3.480 -1.401
C -1.454 -4.039 -2.203
C -2.647 -3.318 -2.298
C -2.905 -2.129 -1.637
C -1.937 -1.616 -0.695
O -2.197 -0.636 0.082
C -4.238 -1.427 -1.974
C -5.408 -2.262 -1.430
C -4.372 -1.318 -3.506
C -4.410 0.003 -1.443
C -1.271 -5.329 -2.998
C -2.348 -6.350 -2.602
C -1.392 -5.041 -4.503
C 0.097 -5.966 -2.754
C 1.330 0.947 -0.888
O 0.493 1.491 -0.086
C 2.063 1.705 -1.879
C 2.937 1.052 -2.735
C 1.967 3.234 -2.055
C 3.339 3.856 -1.736
C 0.948 3.955 -1.170
C 1.587 3.572 -3.509
H 4.350 -1.071 -5.906
H 2.670 -1.096 -5.325
H 3.572 0.418 -5.346
H 6.255 -0.786 -4.286
H 5.540 0.734 -3.727
H 5.927 -0.529 -2.558
H 4.939 -2.862 -4.324
H 4.629 -2.735 -2.588
H 3.280 -2.940 -3.709
H 2.647 -2.115 -1.680
H 0.501 -3.953 -1.306
H -3.426 -3.708 -2.948
H -5.403 -3.277 -1.838
H -5.346 -2.327 -0.341
H -6.366 -1.794 -1.687
H -4.345 -2.288 -4.002
H -5.323 -0.835 -3.759
H -3.561 -0.710 -3.913
H -4.502 0.030 -0.363
H -3.581 0.648 -1.729
H -5.337 0.405 -1.875
H -3.350 -5.952 -2.775
H -2.243 -7.274 -3.183
H -2.270 -6.596 -1.540
H -2.369 -4.618 -4.745
H -0.634 -4.320 -4.815
H -1.265 -5.959 -5.088
H 0.245 -6.204 -1.698
H 0.179 -6.896 -3.327
H 0.909 -5.306 -3.066
H 3.476 1.659 -3.457
H 3.629 3.622 -0.708
H 4.122 3.483 -2.400
H 3.295 4.946 -1.840
H 1.177 3.851 -0.111
H 0.977 5.022 -1.424
H -0.065 3.590 -1.330
H 2.299 3.173 -4.233
H 0.604 3.158 -3.746
H 1.542 4.658 -3.644
N -1.520 -1.596 3.088
C -2.520 -2.552 3.544
C -3.604 -2.760 2.493
N -4.284 -1.552 2.045
H -1.171 -1.880 2.177
H -0.727 -1.563 3.719
H -2.969 -2.168 4.470
H -2.106 -3.546 3.787
H -4.325 -3.487 2.887
H -3.150 -3.227 1.612
H -4.405 -0.928 2.835
H -3.641 -1.088 1.402
C 4.691 6.422 2.868
C 4.037 5.084 3.086
C 2.827 4.772 2.476
C 2.217 3.541 2.674
C 2.822 2.600 3.489
C 4.027 2.893 4.111
C 4.627 4.125 3.908
S 2.124 0.963 3.658
O 2.528 0.259 2.469
O 2.663 0.461 4.915
N 0.557 1.144 3.613
C -0.207 1.456 4.698
C 0.195 1.631 6.022
C -0.729 1.879 7.053
C -2.074 1.963 6.829
C -2.539 1.834 5.495
C -3.906 1.927 5.157
C -4.299 1.841 3.849
C -3.299 1.679 2.866
N -2.032 1.563 3.154
C -1.622 1.614 4.442
H 4.246 6.938 2.017
H 5.759 6.308 2.666
H 4.592 7.072 3.742
H 2.344 5.494 1.827
H 1.276 3.320 2.180
H 4.483 2.152 4.756
H 5.572 4.346 4.396
H 1.240 1.533 6.269
H -0.341 1.991 8.061
H -2.783 2.134 7.631
H -4.630 2.074 5.952
H -5.338 1.905 3.553
H -3.561 1.638 1.812
O -0.990 3.489 1.393
H -1.054 2.945 2.180
H -0.523 2.929 0.740
*
```



> Among the records above, which one has the highest ΔE to the lowest compared entry with this formula, charge and spin?

C4H12N4O8